{"formula": "C5H15N4", "method": "ωB97M-V/def2-TZVPD", "elements": ["C", "C", "C", "C", "C", "N", "N", "N", "N", "H", "H", "H", "H", "H", "H", "H", "H", "H", "H", "H", "H", "H", "H", "H"], "coordinates": [[-0.469991, -2.633488, -0.335481], [-0.199486, 0.497793, 1.071858], [1.374467, 0.486099, -1.094667], [-1.857296, 1.808031, 0.041216], [0.307907, 1.296847, -0.221021], [0.421784, -0.402341, 1.698630], [2.287149, -0.337505, -0.348065], [-1.504041, 0.833887, 1.102775], [-0.901724, 1.476149, -1.018685], [-0.675203, -2.449079, 0.783828], [-0.921765, -3.613444, -0.706238], [1.806697, 1.278206, -1.765602], [0.685082, -0.068716, -1.684737], [-1.747508, 2.899277, 0.359018], [-2.884862, 1.530260, -0.148192], [0.680112, 2.341491, 0.070577], [1.386399, -0.431239, 1.321851], [0.151022, -0.696260, 2.643928], [2.739363, -0.963515, -1.022158], [2.953118, 0.283100, 0.170223], [-0.788333, -1.716768, -0.861919], [-2.209545, 0.645451, 1.824837], [-1.220329, 0.558461, -1.343876], [0.586977, -2.622688, -0.538100]], "forces_ev_per_angstrom": [[-0.8636, -0.1320, 0.9565], [-3.6533, 3.0570, -3.4031], [-1.2956, 2.9088, 0.3566], [0.1542, 0.5393, 0.2595], [1.5517, -0.7545, 0.1140], [2.0344, -0.4214, 2.0635], [0.6089, 0.7988, 0.4708], [0.7904, 0.2705, 1.4532], [-0.6985, 0.2662, 1.1966], [0.3607, -0.6689, -1.8374], [0.4098, 1.6718, 0.4622], [-0.0146, -0.8890, 0.4862], [0.0913, -1.1087, -0.7453], [-0.1641, -1.5085, -0.2764], [-0.2475, 0.5995, -0.7671], [-0.4228, -1.5283, -0.0205], [-0.1609, -1.1264, 0.5055], [0.2505, -0.1774, -0.7163], [0.3087, 0.3216, 0.8242], [-0.1962, -1.0438, -1.1485], [-0.6084, -0.6644, -0.0256], [0.8348, -0.2112, -0.2789], [0.3575, 0.2227, -0.2777], [0.5725, -0.4217, 0.3480]], "energy_ha": -418.2708, "fmax_ev_per_a": 5.854, "mol_weight_g_mol": 131.20, "de_lowest_kcal_mol": 6.9, "charge": 1}